--- a ---
C3H7N3O2S | wB97M-V/def2-TZVPD

Last column: natural (NBO) charge in e.
CARTESIAN COORDINATES (ANGSTROEM)
C 1.322 0.526 0.492  -0.4685
C 1.860 -0.213 -0.803  -0.2614
C 0.466 -0.437 1.304  -0.5037
N 1.057 -1.410 -1.022  -0.6693
N -3.390 0.397 -0.929  -0.4985
N -2.248 0.248 -0.449  0.5716
O -1.620 1.089 0.206  -0.5492
O -1.687 -0.917 -0.570  -0.5916
S 0.027 -1.784 0.031  1.2310
H 2.117 1.063 1.139  0.2427
H 0.485 1.350 0.072  0.2663
H 1.688 0.504 -1.618  0.2219
H 2.874 -0.547 -0.890  0.2188
H 1.154 -1.056 1.830  0.2004
H -0.234 -0.069 1.861  0.2382
H -3.872 1.256 -0.652  0.3512

For the highest occupied orbital energy, the calculation gives -9.43 eV. As for the multiplicity: 1. The value obtained for the LUMO energy is -0.54 eV.

--- b ---
C3H7N3O2S | wB97M-V/def2-TZVPD

Last column: natural (NBO) charge in e.
CARTESIAN COORDINATES (ANGSTROEM)
H -0.569 3.041 0.674  0.3701
N -0.839 2.210 0.375  -0.7507
C -0.127 1.260 -0.004  0.7086
O 1.210 1.282 -0.171  -0.6780
S 1.883 -0.314 0.024  2.0742
N 1.746 -0.602 1.528  -1.0940
O 3.117 -0.327 -0.808  -0.8463
C 0.306 -1.026 -0.622  -0.3800
N -0.634 -0.003 -0.395  -0.4750
C -2.007 -0.348 -0.243  -0.4095
H 2.661 -0.593 1.983  0.3943
H 0.204 -1.995 -0.084  0.2399
H 0.391 -1.138 -1.639  0.2121
H -2.789 0.197 -0.938  0.2170
H -2.192 -1.384 -0.491  0.2043
H -2.361 -0.261 0.809  0.2129

For the highest occupied orbital energy, the calculation gives -9.25 eV. As for the multiplicity: 1. The value obtained for the LUMO energy is 0.53 eV. The SMILES is [H]/N=C1\O[S@](=N)(=O)CN1C.

--- c ---
C3H7N3O2S | wB97M-V/def2-TZVPD

Last column: natural (NBO) charge in e.
CARTESIAN COORDINATES (ANGSTROEM)
C -0.770 0.530 -0.025  -0.4177
C -2.040 -0.330 0.374  -0.3188
C -0.021 -0.067 -1.237  -0.4749
N -1.790 -1.246 1.387  -0.4531
N 2.580 -0.840 -0.054  -0.5110
N 2.836 0.435 0.178  0.5964
O 3.899 0.633 0.667  -0.3329
O 1.972 1.251 -0.087  -0.4682
S 1.202 -1.407 -0.614  0.7000
H -1.215 1.615 -0.377  0.2146
H 0.021 0.769 0.651  0.2530
H -2.735 0.575 0.684  0.2201
H -2.700 -0.885 -0.273  0.2214
H -0.545 -0.682 -1.884  0.2153
H 0.518 0.674 -1.596  0.2383
H -1.212 -1.024 2.205  0.3175

For the highest occupied orbital energy (alpha / beta), the calculation gives -9.82 / -9.37 eV. As for the multiplicity: 1. The value obtained for the LUMO energy (alpha / beta) is -2.26 / -0.76 eV.

Ranking the structures above from most stable to least stable yields b, a, c.